1.
{
  "formula": "C10H19GaNO8S",
  "method": "ωB97M-V/def2-TZVPD",
  "species": ["N", "C", "O", "Ga", "S", "C", "C", "C", "O", "H", "H", "H", "H", "H", "H", "H", "C", "O", "C", "O", "O", "C", "H", "H", "H", "H", "H", "H", "C", "O", "C", "O", "O", "C", "H", "H", "H", "H", "H", "H"],
  "positions_angstrom": [[-1.639, -4.584, 4.280], [-1.532, -3.600, 4.989], [-1.393, -2.282, 5.479], [-1.928, -1.042, 4.091], [-0.467, 0.737, 3.878], [-3.799, -0.260, 4.438], [-4.965, -1.449, 3.986], [-6.000, -1.897, 5.232], [-6.408, -0.982, 3.981], [-1.844, -1.879, 2.707], [0.488, 0.690, 4.882], [-4.058, 0.675, 3.834], [-4.043, -0.177, 5.557], [-4.618, -2.307, 3.219], [-6.157, -1.055, 5.980], [-6.569, -2.880, 5.171], [-0.094, 0.416, 0.229], [1.013, 0.763, -0.611], [1.238, 2.082, -0.712], [0.603, 2.954, -0.172], [2.299, 2.265, -1.524], [2.653, 3.632, -1.722], [-0.181, -0.671, 0.236], [0.078, 0.754, 1.253], [-1.023, 0.834, -0.167], [2.933, 4.099, -0.775], [1.834, 4.178, -2.195], [3.516, 3.659, -2.389], [4.982, -1.023, -6.702], [4.212, -1.212, -5.518], [3.338, -0.220, -5.264], [3.173, 0.768, -5.939], [2.685, -0.522, -4.132], [1.717, 0.451, -3.735], [5.649, -1.880, -6.807], [4.334, -0.980, -7.581], [5.590, -0.119, -6.627], [0.938, 0.551, -4.496], [2.194, 1.411, -3.542], [1.253, 0.105, -2.812]],
  "mulliken_charge": [-0.552, 0.502, -0.429, 0.415, -0.494, -0.722, 0.158, -0.574, -0.449, -0.270, 0.067, 0.295, 0.287, 0.263, 0.288, 0.249, -0.503, -0.277, 0.728, -0.535, -0.291, -0.733, 0.233, 0.121, 0.325, 0.331, 0.318, 0.226, -0.625, -0.314, 0.778, -0.548, -0.314, -0.441, 0.218, 0.286, 0.284, 0.324, 0.215, 0.161],
  "homo_energy_ev": -5.3,
  "energy_ev": -91757.95420,
  "total_charge": -1
}



2.
{
  "formula": "C10H19INO8S",
  "method": "ωB97M-V/def2-TZVPD",
  "species": ["O", "C", "O", "C", "N", "S", "I", "H", "H", "H", "C", "C", "O", "C", "O", "O", "C", "H", "H", "H", "H", "H", "H", "H", "H", "C", "C", "O", "C", "O", "O", "C", "H", "H", "H", "H", "H", "H", "H", "H"],
  "positions_angstrom": [[1.429, 5.956, 4.184], [1.918, 4.806, 4.164], [2.563, 4.244, 5.029], [1.621, 3.999, 2.863], [2.918, 3.394, 2.383], [3.953, 4.742, 1.943], [2.471, 2.208, 0.738], [0.906, 3.207, 3.044], [1.281, 4.700, 2.108], [4.270, 4.524, 0.652], [-2.843, -0.258, -2.594], [-1.913, 0.825, -2.092], [-2.496, 1.576, -1.016], [-2.499, 0.958, 0.161], [-2.057, -0.139, 0.377], [-3.081, 1.757, 1.051], [-3.216, 1.187, 2.353], [-3.810, 0.169, -2.869], [-2.413, -0.754, -3.463], [-3.022, -1.008, -1.826], [-1.723, 1.549, -2.883], [-0.952, 0.414, -1.783], [-2.259, 0.832, 2.727], [-3.940, 0.372, 2.333], [-3.583, 1.975, 3.004], [1.767, -4.240, -3.463], [1.150, -4.991, -2.302], [1.502, -4.408, -1.044], [0.844, -3.287, -0.732], [-0.010, -2.765, -1.401], [1.298, -2.857, 0.436], [0.732, -1.608, 0.869], [2.848, -4.163, -3.335], [1.558, -4.753, -4.403], [1.373, -3.227, -3.529], [1.537, -6.009, -2.272], [0.066, -5.053, -2.396], [-0.352, -1.648, 0.879], [1.075, -0.800, 0.226], [1.088, -1.425, 1.879]],
  "mulliken_charge": [-0.734, 0.422, -0.681, -0.305, -0.354, -0.113, 0.040, 0.270, 0.396, 0.089, -1.139, -0.050, -0.381, 0.833, -0.570, -0.364, -0.633, 0.347, 0.362, 0.282, 0.302, 0.193, 0.284, 0.287, 0.234, -1.085, -0.175, -0.397, 0.762, -0.545, -0.374, -0.371, 0.299, 0.350, 0.293, 0.301, 0.296, 0.261, 0.081, 0.286],
  "homo_energy_ev": -4.5,
  "energy_ev": -47484.67306,
  "total_charge": -1
}



3.
{
  "formula": "C10H19N2",
  "method": "ωB97M-V/def2-TZVPD",
  "species": ["C", "C", "C", "C", "N", "C", "C", "C", "N", "C", "C", "C", "H", "H", "H", "H", "H", "H", "H", "H", "H", "H", "H", "H", "H", "H", "H", "H", "H", "H", "H"],
  "positions_angstrom": [[0.426, -2.366, 0.682], [0.763, -1.409, -0.450], [2.195, -0.795, -0.333], [-0.201, -0.280, -0.732], [-0.907, -0.121, -1.858], [-0.724, -0.822, -3.114], [-1.772, 0.951, -1.724], [-1.483, 1.589, -0.536], [-0.482, 0.799, 0.044], [-0.006, 1.032, 1.418], [-1.065, 0.588, 2.401], [0.680, 2.351, 1.718], [-0.181, -1.772, 1.441], [1.380, -2.762, 1.157], [-0.021, -3.249, 0.447], [0.925, -1.925, -1.400], [2.409, -0.433, 0.682], [2.223, 0.028, -0.945], [2.894, -1.549, -0.647], [0.325, -1.213, -3.183], [-1.333, -1.789, -3.236], [-0.857, -0.220, -4.125], [-2.641, 0.944, -2.359], [-1.797, 2.501, -0.091], [0.818, 0.290, 1.534], [-1.895, 1.377, 2.402], [-0.578, 0.452, 3.371], [-1.519, -0.350, 2.077], [0.083, 2.992, 2.376], [0.680, 3.005, 0.899], [1.659, 2.156, 2.085]],
  "mulliken_charge": [-1.283, 0.652, -1.767, 0.064, 0.215, -0.859, -0.715, -0.333, 0.407, 0.465, -1.381, -1.422, 0.108, 0.356, 0.420, 0.567, 0.415, 0.452, 0.476, 0.343, 0.349, 0.340, 0.446, 0.495, -0.127, 0.395, 0.377, 0.413, 0.375, 0.438, 0.319],
  "homo_energy_ev": -13.5,
  "energy_ev": -13651.44602,
  "e_above_lowest_kcal_mol": 34.04,
  "total_charge": 1,
  "smiles": "CC(C)c1n(C)cc[n+]1C(C)C"
}



4.
{
  "formula": "C10H19N2",
  "method": "ωB97M-V/def2-TZVPD",
  "species": ["C", "C", "N", "C", "C", "C", "C", "C", "C", "C", "N", "C", "H", "H", "H", "H", "H", "H", "H", "H", "H", "H", "H", "H", "H", "H", "H", "H", "H", "H", "H"],
  "positions_angstrom": [[3.364, 1.362, 1.048], [2.340, 1.071, 0.343], [1.314, 0.834, -0.334], [0.023, 0.743, 0.343], [-0.352, -0.719, 0.604], [-1.690, -0.812, 1.338], [-2.044, -2.253, 1.717], [-1.210, -2.793, 2.872], [1.420, 0.521, -1.765], [0.153, 0.797, -2.581], [-0.282, 2.160, -2.426], [-0.452, 2.891, -3.430], [3.694, 2.383, 1.181], [3.955, 0.612, 1.552], [0.098, 1.274, 1.295], [-0.719, 1.245, -0.279], [-0.423, -1.269, -0.336], [0.431, -1.181, 1.210], [-1.655, -0.205, 2.246], [-2.475, -0.408, 0.696], [-3.095, -2.277, 2.005], [-1.927, -2.900, 0.845], [-0.151, -2.840, 2.623], [-1.330, -2.165, 3.753], [-1.537, -3.798, 3.124], [1.668, -0.541, -1.867], [2.249, 1.106, -2.171], [0.378, 0.533, -3.625], [-0.666, 0.155, -2.244], [-0.297, 2.569, -4.464], [-0.784, 3.905, -3.274]],
  "mulliken_charge": [-1.053, 0.945, 0.270, -1.011, -0.124, -0.635, -0.498, -1.166, -0.669, -0.781, -0.285, -0.288, 0.280, 0.274, 0.482, 0.276, 0.247, 0.248, 0.315, 0.360, 0.334, 0.312, 0.307, 0.299, 0.366, 0.316, 0.490, 0.586, 0.290, 0.240, 0.273],
  "homo_energy_ev": -13.4,
  "energy_ev": -13649.84560,
  "e_above_lowest_kcal_mol": 70.95,
  "total_charge": 1,
  "smiles": "C=C=[N+](CCCCC)CCN=C"
}



5.
{
  "formula": "C10H19N2O2S",
  "method": "ωB97M-V/def2-TZVPD",
  "species": ["C", "C", "C", "C", "C", "C", "C", "C", "C", "C", "N", "N", "O", "O", "S", "H", "H", "H", "H", "H", "H", "H", "H", "H", "H", "H", "H", "H", "H", "H", "H", "H", "H", "H"],
  "positions_angstrom": [[3.130, 1.021, -0.413], [2.667, 2.124, 0.466], [2.700, -0.225, -0.517], [1.499, 2.918, -0.224], [0.989, -0.653, 1.178], [0.230, 2.303, 0.169], [-3.544, -1.999, 0.263], [1.747, -2.476, -0.064], [-2.939, -1.300, -0.989], [-2.966, 0.224, -0.817], [1.893, -1.089, 0.311], [-0.593, 1.718, -0.550], [-1.970, 1.105, 1.602], [-0.687, -0.491, 0.286], [-1.578, 0.660, 0.292], [2.414, 1.810, 1.508], [3.453, 2.793, 0.546], [3.791, 1.206, -1.209], [2.849, -0.819, -1.325], [1.534, 4.024, 0.119], [1.632, 2.831, -1.355], [1.076, 0.334, 1.382], [0.640, -1.454, 1.794], [0.058, 2.452, 1.288], [-4.535, -1.681, 0.504], [-3.670, -3.026, 0.056], [-2.874, -1.933, 1.037], [1.240, -2.719, -0.912], [2.771, -2.901, -0.298], [1.462, -3.104, 0.824], [-3.678, -1.462, -1.682], [-2.026, -1.610, -1.335], [-2.706, 0.899, -1.633], [-4.007, 0.520, -0.302]],
  "mulliken_charge": [-0.296, -1.052, -0.385, -0.421, -0.540, -0.249, -1.274, -1.138, -0.582, -0.633, 0.179, -0.434, -0.681, -0.459, 1.247, 0.571, 0.416, 0.377, 0.539, 0.344, 0.326, 0.253, 0.380, 0.552, 0.394, 0.379, 0.404, 0.443, 0.435, 0.313, 0.458, 0.365, 0.423, 0.344],
  "homo_energy_ev": -13.2,
  "energy_ev": -28577.88143,
  "e_above_lowest_kcal_mol": 110.95,
  "total_charge": 1
}



6.
{
  "formula": "C10H19N3O4",
  "method": "ωB97M-V/def2-TZVPD",
  "species": ["C", "C", "C", "C", "C", "N", "C", "O", "N", "C", "C", "C", "N", "O", "C", "O", "O", "H", "H", "H", "H", "H", "H", "H", "H", "H", "H", "H", "H", "H", "H", "H", "H", "H", "H", "H"],
  "positions_angstrom": [[2.369, -1.017, 2.220], [2.597, 0.095, 1.092], [2.505, -0.484, -0.233], [3.566, -0.041, -1.198], [1.200, -0.013, -0.680], [1.072, 1.363, -0.400], [-0.187, -0.893, -0.546], [-0.327, -1.839, -1.273], [-0.995, -0.608, 0.619], [-2.437, -0.742, 0.548], [-3.082, 0.455, -0.389], [-2.847, 1.891, 0.198], [-2.820, 2.915, -0.755], [-3.036, 2.088, 1.364], [-3.180, -2.061, 0.063], [-4.361, -1.917, 0.345], [-2.684, -3.146, -0.474], [1.423, -1.509, 1.892], [2.277, -0.529, 3.138], [3.103, -1.810, 2.194], [3.691, 0.365, 1.307], [1.911, 0.806, 1.375], [2.417, -1.597, -0.190], [3.451, -0.453, -2.265], [4.573, -0.228, -0.876], [3.468, 1.096, -1.293], [1.174, -0.005, -1.792], [1.983, 1.700, -0.425], [0.597, 1.995, -1.036], [-0.653, 0.267, 0.863], [-2.681, -0.585, 1.622], [-2.618, 0.512, -1.304], [-4.263, 0.453, -0.718], [-2.408, 3.848, -0.657], [-3.014, 2.536, -1.587], [-1.786, -2.909, -0.749]],
  "mulliken_charge": [-1.363, -0.515, 0.301, -1.483, -0.089, -0.582, 0.291, -0.713, -0.208, -0.156, -0.781, 0.506, -0.393, -0.541, 0.253, -0.568, -0.492, 0.245, 0.409, 0.397, 0.361, 0.451, 0.423, 0.332, 0.473, 0.270, 0.345, 0.140, 0.250, 0.362, 0.402, 0.464, 0.346, 0.242, 0.190, 0.428],
  "homo_energy_ev": -9.6,
  "energy_ev": -23336.26251,
  "e_above_lowest_kcal_mol": 103.36,
  "smiles": "CC[C@H](C)[C@H](N)C(=O)N[C@@H](CC(N)=O)C(=O)O"
}